1.
Density functional theory data (ωB97M-V with the def2-TZVPD basis set) for 2 unconnected molecules or ions with the total composition C4H8O2.

Results
**HOMO**: -8.358 eV
**E_LUMO**: 0.0335 Ha
**Relative energy (zero: lowest compared OMol25 entry of this formula, charge and spin)**: 471.6 kJ/mol

Cartesian coordinates (Å):
C  -0.42311  -0.28017  1.23625
C  1.00514  -0.24431  0.74335
O  1.26024  -0.04450  -0.63783
C  0.29543  -0.75548  -1.37497
C  -1.04907  -0.12338  -1.12078
O  -1.33487  -0.15827  0.31512
H  -0.41190  1.83623  2.43595
H  -0.19634  2.54201  2.50816
H  1.40487  0.61945  1.28943
H  1.55853  -1.13674  1.10396
H  0.26675  -1.80532  -1.04653
H  0.56824  -0.72455  -2.43306
H  -1.88797  -0.64849  -1.58618
H  -1.05594  0.92354  -1.43285

Results of the Löwdin charge analysis, in e, for atoms 1 through 5: number 1, C, carries -0.050; number 2, C, carries -0.236; number 3, O, carries -0.130; number 4, C, carries -0.205; number 5, C, carries -0.115

2.
Density functional theory data (ωB97M-V with the def2-TZVPD basis set) for 2 unconnected molecules or ions with the total composition C4H8O2 at a distorted geometry.

Results
**HOMO**: -8.354 eV
**E_LUMO**: 0.0304 Ha
**Relative energy (zero: lowest compared OMol25 entry of this formula, charge and spin)**: 480.1 kJ/mol

Cartesian coordinates (Å):
C  -0.08177  0.07261  1.23198
C  0.04345  1.25288  0.27213
O  1.07110  0.96468  -0.66811
C  0.78358  -0.17462  -1.39376
O  0.59523  -1.35371  -0.59602
C  -0.19901  -1.23351  0.48330
H  0.81882  0.04368  1.86337
H  -0.94952  0.16932  1.88595
H  -0.91313  1.40887  -0.25176
H  0.33344  2.18131  0.77129
H  1.63454  -0.37330  -2.04812
H  -0.14889  -0.05886  -1.97085
H  -1.19430  -1.81203  0.47794
H  -1.79355  -1.08731  -0.05734

Results of the Löwdin charge analysis, in e, for atoms 1 through 5: number 1, C, carries -0.182; number 2, C, carries -0.202; number 3, O, carries -0.090; number 4, C, carries -0.215; number 5, O, carries -0.081